Below is C50H49F3N2OReSSbSe as an isolated structure at a distorted geometry, with properties calculated with the ωB97M-V functional and the def2-TZVPD basis.

Each line ends with the Löwdin spin population.
CARTESIAN COORDINATES (ANGSTROEM)
Re -0.209 0.347 0.666  1.653
C 2.959 0.131 3.184  -0.001
C 2.021 0.873 2.296  0.001
C 0.762 1.290 2.754  0.005
C -0.004 2.200 2.016  0.028
C 0.449 2.656 0.764  0.037
C 1.655 2.152 0.250  0.008
C 2.423 1.268 1.009  0.004
H 3.704 0.839 3.556  0.000
H 3.506 -0.650 2.650  0.000
H 2.452 -0.293 4.049  0.000
H 0.450 1.020 3.755  0.001
H -0.880 2.645 2.475  0.003
H -0.079 3.447 0.244  0.004
H 2.026 2.505 -0.702  0.001
H 3.384 0.944 0.630  0.000
C -3.704 -6.272 -7.744  0.004
C -3.692 -5.043 -6.942  0.020
O -4.550 -4.471 -6.368  0.018
S -1.926 -4.345 -6.910  0.220
C -1.769 -3.156 -5.647  0.127
C -0.448 -2.742 -5.381  0.044
C -0.174 -1.921 -4.320  0.033
C -1.215 -1.476 -3.480  0.126
C -2.544 -1.801 -3.822  0.043
C -2.819 -2.631 -4.878  0.038
C -0.945 -0.812 -2.280  0.191
C -0.714 -0.329 -1.171  0.149
H -4.201 -7.064 -7.181  0.000
H -2.711 -6.600 -8.040  0.001
H -4.303 -6.106 -8.641  0.001
H 0.343 -3.106 -6.017  0.000
H 0.841 -1.625 -4.110  0.000
H -3.350 -1.389 -3.236  0.001
H -3.841 -2.892 -5.101  0.000
C -4.865 -2.148 3.659  0.000
C -5.752 -1.757 2.485  -0.001
C -5.769 -2.783 1.353  0.000
C -4.523 -2.757 0.454  0.005
N -4.428 -1.520 -0.290  0.005
C -3.684 -0.444 0.015  0.029
Se -2.442 -0.379 1.454  0.159
N -3.964 0.570 -0.818  0.006
C -3.539 1.944 -0.700  0.004
C -4.634 2.792 -0.033  0.001
C -4.773 2.540 1.470  0.004
C -3.785 3.367 2.284  0.001
C -4.911 0.135 -1.720  0.002
C -5.522 0.768 -2.800  0.001
C -6.443 0.030 -3.515  0.001
C -6.744 -1.298 -3.181  0.001
C -6.136 -1.938 -2.120  0.000
C -5.210 -1.202 -1.382  0.001
H -4.912 -1.380 4.426  0.000
H -3.823 -2.257 3.354  0.000
H -5.199 -3.084 4.100  0.000
H -5.438 -0.780 2.098  -0.001
H -6.773 -1.651 2.850  0.000
H -6.650 -2.624 0.731  0.000
H -5.849 -3.783 1.777  0.000
H -4.572 -3.578 -0.267  0.000
H -3.615 -2.865 1.052  0.004
H -3.331 2.319 -1.703  0.000
H -2.608 1.968 -0.121  0.004
H -5.581 2.586 -0.533  0.000
H -4.403 3.845 -0.195  0.000
H -4.630 1.472 1.687  0.003
H -5.783 2.800 1.785  0.000
H -2.786 3.298 1.856  0.000
H -3.754 3.027 3.316  0.000
H -4.074 4.415 2.284  0.000
H -5.298 1.787 -3.074  0.000
H -6.951 0.488 -4.349  0.000
H -7.480 -1.829 -3.765  0.000
H -6.375 -2.961 -1.880  0.000
F -2.161 -6.958 -1.489  0.000
C -1.506 -5.941 -0.935  -0.001
C -0.572 -5.246 -1.691  0.000
C 0.073 -4.163 -1.124  0.001
C -0.226 -3.790 0.183  0.007
C -1.145 -4.508 0.939  0.001
C -1.790 -5.595 0.378  0.001
Sb 0.807 -2.124 1.032  0.007
C 2.669 -2.144 -0.016  -0.004
C 2.808 -1.259 -1.082  0.002
C 3.983 -1.230 -1.811  0.001
C 5.008 -2.097 -1.454  0.000
F 6.150 -2.048 -2.123  0.000
C 4.864 -3.015 -0.422  0.001
C 3.683 -3.037 0.299  -0.001
C 0.822 -2.504 3.144  -0.003
C -0.284 -2.101 3.886  0.000
C -0.325 -2.316 5.250  0.000
C 0.758 -2.937 5.861  0.000
F 0.733 -3.131 7.169  0.000
C 1.866 -3.351 5.132  0.000
C 1.894 -3.130 3.768  -0.001
H -0.350 -5.578 -2.693  0.000
H 0.819 -3.620 -1.691  0.000
H -1.339 -4.230 1.969  0.000
H -2.492 -6.184 0.946  0.000
H 1.989 -0.595 -1.347  0.001
H 4.122 -0.557 -2.643  0.000
H 5.672 -3.695 -0.202  0.000
H 3.556 -3.756 1.092  0.000
H -1.126 -1.616 3.397  0.000
H -1.174 -2.018 5.843  0.000
H 2.688 -3.835 5.635  0.000
H 2.759 -3.438 3.200  0.000

As for the largest force on an atom: 1.24 eV/Å. For the energy above the lowest of the compared OMol25 structures with the same formula, charge and spin, the calculation gives 23.1 kcal/mol. The orbital gap (spin up / spin down) is 6.573 / 4.880 eV. As for the total charge: +3. Its total energy is -5536.21883 hartree. As for the spin multiplicity: 4. The value obtained for the HOMO energy (spin up / spin down) is -15.3 / -15.5 eV.